132
Properties=species:S:1:pos:R:3:forces:R:3 method="wB97M-V/def2-TZVPD" multiplicity=1 lumo_ev=1.76 gap_ev=5.90 energy_ha=-2311.7143 e_homo_ev=-4.143 total_charge=-1
O -6.45146 -4.98222 4.30147 0.13 -0.01 -0.09
O 3.51936 3.85564 -1.29513 0.07 0.37 0.30
O 2.32601 3.03718 0.52718 0.02 0.10 0.09
O -10.09451 -4.47364 1.41747 -0.02 0.08 0.07
O -0.52078 -2.01150 0.92807 0.20 0.20 -0.05
O 3.15783 1.33716 -4.36900 -0.09 -0.17 -0.24
O 8.86912 4.82883 -2.32904 0.23 -0.10 0.16
O -7.89573 -0.26400 0.69117 0.02 -0.10 -0.03
O 10.00791 2.05219 -0.73605 0.05 -0.02 0.03
O -0.16304 -2.34621 3.09929 -0.19 -0.16 -0.07
O -3.30482 -1.25973 0.49918 -0.28 0.11 0.15
O 4.71361 -0.74861 -0.48761 0.01 0.09 0.00
C 5.83889 -0.74041 0.38334 0.04 -0.28 -0.03
C -10.08153 -1.15073 1.24452 -0.09 -0.02 -0.14
C -11.57650 -6.16240 2.32424 0.04 0.03 0.08
C 7.95510 7.05888 -2.08522 0.13 0.01 0.07
C -8.29573 -0.88958 2.99605 0.14 -0.01 0.02
C -5.32906 -5.46050 6.38987 0.06 -0.07 -0.05
C -11.45968 -4.86216 1.54388 0.01 -0.20 -0.13
C 6.46808 5.08813 -2.56545 0.03 -0.12 -0.01
C 3.64714 2.57484 0.70203 -0.55 0.10 0.15
C 12.38878 2.47925 -0.81481 0.00 0.00 0.08
C 0.29746 -1.12666 0.10974 0.16 0.17 -0.13
C 4.43355 3.12557 -0.51691 0.09 -0.39 -0.62
C -5.46240 -4.50354 5.21533 -0.21 0.03 0.20
C 3.69995 3.67972 -4.73497 -0.21 0.00 0.09
C 0.84934 3.75394 -1.54628 -0.01 -0.09 0.41
C -0.58951 -1.63457 2.22987 -0.03 -0.07 0.05
C 5.58041 -1.64258 1.58129 -0.05 0.06 0.05
C 11.23817 1.14002 -2.60805 -0.05 -0.07 0.00
C 7.72716 5.57057 -1.87324 -0.16 0.10 -0.21
C -0.34831 -0.83213 -1.23185 -0.41 -0.34 0.00
C 11.25834 1.50988 -1.13156 0.02 0.17 -0.15
C 3.19528 2.37558 -5.33524 0.29 0.09 -0.01
C -12.11403 -4.96503 0.17498 0.01 0.09 -0.03
C -8.59152 -1.18255 1.53452 -0.13 0.17 0.13
C 7.09269 -1.14950 -0.37622 0.03 0.08 -0.03
C -4.67891 -1.62030 0.58549 0.11 -0.33 -0.15
C -5.80609 -3.09538 5.67285 0.01 0.07 -0.09
C 4.03767 1.96079 -6.53707 -0.08 -0.11 -0.04
C -4.82842 -2.93050 1.34524 -0.03 0.03 0.13
C -1.31455 -0.37713 2.60298 0.07 0.36 -0.15
C -0.45325 1.72248 -0.92629 -0.38 -0.17 0.10
C -1.20044 0.43763 -1.32553 0.27 0.30 -0.30
C -0.83703 0.86066 2.58431 0.00 -0.07 -0.05
C -0.01956 2.60604 -2.08413 0.18 0.36 0.05
C -5.30325 -1.70682 -0.79712 0.00 0.08 -0.09
B 2.24272 3.15491 -0.96146 0.06 -0.62 -0.36
H 9.85531 2.85965 -1.24640 -0.17 0.06 0.00
H 4.04720 2.91659 1.66580 -0.01 0.04 -0.04
H 0.50054 -0.21468 0.66734 -0.01 0.01 -0.10
H -13.17163 -5.21963 0.25867 0.00 -0.01 0.00
H -5.15681 -0.81386 1.14433 0.02 0.03 -0.01
H 2.15583 2.49507 -5.64944 -0.02 0.02 0.01
H -1.49189 0.53707 -2.37878 -0.11 -0.03 0.05
H 4.67986 -1.32368 2.10611 0.01 0.02 0.00
H -4.31658 -3.73750 0.81315 -0.04 0.00 -0.04
H 11.38071 0.60363 -0.53402 -0.02 0.00 0.02
H 4.73053 3.56676 -4.38770 0.02 -0.03 -0.03
H 6.54281 5.24566 -3.64719 0.01 0.10 0.01
H -2.31190 -0.55975 2.98887 0.16 -0.13 0.27
H -12.62006 -6.44807 2.46458 0.00 0.00 -0.01
H 4.76774 2.27397 -1.13733 0.23 -0.07 0.25
H -0.98489 -1.69769 -1.46592 0.13 -0.03 -0.07
H 13.36116 2.05783 -1.07763 0.00 0.00 -0.01
H -5.04442 -2.69824 6.34513 0.00 -0.01 0.01
H 8.06854 7.27473 -3.15198 -0.06 0.00 -0.01
H -8.79258 -1.60693 3.65104 -0.01 0.00 -0.01
H -11.10683 -6.06399 3.30291 -0.01 0.01 0.00
H -5.87778 -3.20845 1.46459 0.01 -0.02 0.01
H 3.62763 1.47510 0.69121 0.30 0.01 -0.02
H 4.03982 1.21998 -3.99978 -0.05 0.13 0.19
H 0.97620 4.53165 -2.30800 0.13 -0.01 0.02
H -1.36593 1.64820 3.10774 -0.20 0.05 -0.32
H 5.58237 5.60715 -2.19871 -0.05 -0.07 -0.01
H 7.65981 5.36046 -0.80493 0.05 -0.06 0.00
H 12.39025 2.72693 0.24681 0.00 -0.01 0.00
H 5.07327 1.79211 -6.22682 0.01 0.05 0.00
H -5.89560 -2.42690 4.81640 0.03 -0.01 -0.01
H -11.06933 -6.97018 1.78946 -0.04 -0.01 -0.03
H -10.49957 -0.15868 1.44317 0.06 0.01 0.09
H 2.37646 1.96796 -1.41405 -0.03 0.13 0.02
H 8.95151 4.97960 -3.27663 -0.05 -0.03 -0.02
H -4.80597 -2.48057 -1.39084 0.00 -0.04 0.05
H -7.22224 -0.93217 3.18378 0.00 -0.03 -0.01
H -8.20186 -2.16869 1.27739 0.04 0.01 -0.04
H 4.03383 2.73128 -7.31123 0.01 0.01 0.01
H -5.07942 -6.46179 6.03888 0.02 0.01 -0.01
H 6.41796 -1.62652 2.28147 0.01 -0.01 -0.01
H 5.42824 -2.67501 1.25106 0.05 -0.01 0.00
H -6.27570 -5.52217 6.93520 0.01 0.05 0.03
H -8.21489 0.62179 0.89496 0.03 0.02 -0.01
H -12.02338 -4.02102 -0.36235 -0.01 0.01 0.02
H 6.98209 -2.16743 -0.76409 0.01 -0.02 0.05
H 0.42741 1.48500 -0.32581 0.04 0.11 -0.08
H 10.42644 0.44211 -2.81329 0.00 -0.01 0.01
H 11.07196 2.03405 -3.21531 0.04 0.01 0.01
H 12.25270 3.40848 -1.37476 0.01 -0.02 -0.03
H 7.25576 -0.48208 -1.22232 0.01 0.02 0.02
H -11.93163 -4.05646 2.11027 0.03 0.03 0.01
H -11.62178 -5.73856 -0.42109 -0.02 -0.04 0.02
H 0.06498 1.16255 2.06459 0.18 -0.07 0.34
H -9.63326 -5.15821 0.92028 0.04 0.01 0.02
H 8.86317 7.38793 -1.57775 -0.01 -0.01 0.01
H -6.76569 -3.09224 6.19926 0.02 -0.02 0.05
H -8.63816 0.11611 3.25846 -0.06 -0.02 0.01
H 0.42938 -0.82514 -1.99985 0.05 0.20 0.09
H 4.59432 -1.65182 -0.80111 -0.04 0.01 -0.02
H 5.93840 0.29182 0.72296 -0.07 0.04 -0.07
H -2.12630 0.33797 -0.76108 0.11 -0.16 0.13
H 6.31933 4.02286 -2.39498 -0.04 0.02 0.04
H -10.60929 -1.88193 1.85632 0.00 0.00 0.00
H -4.55463 -5.13118 7.08392 -0.01 0.01 0.01
H 0.58272 2.03050 -2.79591 -0.12 -0.09 -0.03
H -10.26610 -1.38075 0.19476 0.01 -0.04 0.01
H -4.52811 -4.48355 4.65272 -0.04 -0.04 -0.08
H 3.66208 1.03095 -6.96721 -0.01 0.01 0.00
H 5.31946 3.71327 -0.24380 -0.14 0.16 0.06
H -0.91161 2.98628 -2.60381 0.01 -0.12 -0.04
H -4.37600 -2.85604 2.33595 -0.02 0.03 0.00
H 3.10102 3.96490 -3.87003 0.05 -0.03 0.04
H 0.30457 4.20192 -0.70018 0.01 0.22 -0.14
H 7.11271 7.63919 -1.70775 -0.02 -0.01 -0.01
H 7.97601 -1.11903 0.26429 0.00 0.00 0.00
H -2.82469 -1.93845 0.01050 0.07 -0.01 0.07
H -5.19040 -0.76060 -1.32634 -0.02 0.02 0.03
H 3.67224 4.48421 -5.47509 0.01 -0.02 -0.01
H -7.29238 -5.00382 4.77075 -0.02 0.01 -0.03
H 1.26025 -1.62153 -0.03211 -0.08 -0.12 0.09
H -6.36610 -1.94202 -0.73506 0.00 0.02 0.00
H 12.18025 0.68348 -2.91821 0.01 0.01 0.00
H -1.10388 2.31881 -0.27453 0.08 0.01 0.01